Entry from the Open Molecules 2025 dataset: a molecular structure, C26H27Cl5N4SV (the ωB97M-V functional and the def2-TZVPD basis).

Calculated values
HOMO level (spin up / spin down): -11.197 / -11.200 eV
Strongest force on any atom: 0.77 eV/Å
LUMO level (spin up / spin down): -0.1570 / -0.1543 Ha
Gap between HOMO and LUMO (spin up / spin down): 6.926 / 7.001 eV
ΔE to the lowest compared entry with this formula, charge and spin: 0.000 eV

Structure (ORCA input):
```
! wB97M-V def2-TZVPD RIJCOSX def2/J DEFGRID3
* xyz 1 3
V -0.7497 -1.2493 1.0049
C 1.7792 -0.3802 -4.1548
C 1.1669 0.8299 -3.4608
C 2.0289 1.2577 -2.2707
C -0.2809 0.6285 -3.0473
C -1.0350 1.7318 -2.6457
C -2.3852 1.6187 -2.3650
C -3.0402 0.3923 -2.4603
C -4.5312 0.2979 -2.2827
C -2.2846 -0.7193 -2.8102
C -0.9277 -0.6028 -3.1086
H 2.7894 -0.1443 -4.4906
H 1.1984 -0.6864 -5.0257
H 1.8478 -1.2313 -3.4731
H 1.1693 1.6550 -4.1801
H 2.0076 0.4896 -1.4918
H 1.6697 2.1849 -1.8270
H 3.0649 1.4063 -2.5809
H -0.5640 2.7075 -2.5926
H -2.9505 2.5040 -2.0929
H -5.0388 0.5510 -3.2155
H -4.8913 0.9929 -1.5251
H -4.8408 -0.7097 -2.0047
H -2.7790 -1.6793 -2.9216
H -0.3920 -1.4762 -3.4585
C 2.2360 0.5499 6.0757
C 1.0654 1.2085 5.3619
N 0.0966 0.2314 4.8652
C 0.2125 -0.3734 3.6883
S -1.0207 -1.5874 3.2777
N 1.2136 -0.0725 2.8934
N 1.1033 -0.7490 1.7206
C 2.1599 -1.0421 1.0435
C 3.5272 -0.5837 1.4073
C 1.8796 -1.9489 -0.0826
C 2.8548 -2.5024 -0.8872
C 2.4924 -3.4494 -1.8364
C 1.1603 -3.8030 -1.9747
C 0.2332 -3.1800 -1.1628
N 0.5769 -2.2860 -0.2301
H 2.9341 1.3090 6.4273
H 2.7669 -0.1195 5.3989
H 1.8964 -0.0253 6.9372
H 1.4098 1.7863 4.5066
H 0.5285 1.8820 6.0284
H -0.6226 -0.1019 5.4855
H 3.5404 -0.2753 2.4481
H 3.8010 0.2796 0.7947
H 4.2702 -1.3646 1.2479
H 3.8869 -2.2066 -0.7684
H 3.2468 -3.9036 -2.4647
H 0.8383 -4.5359 -2.6996
H -0.8245 -3.3951 -1.2563
Cl -3.2516 -1.3796 0.7166
C -2.8525 0.3361 0.9352
C -1.5098 0.6268 0.8381
C -1.1495 1.9609 0.9674
Cl 0.5126 2.4080 0.8634
C -2.1164 2.9430 1.1772
Cl -1.6608 4.5901 1.3147
C -3.4675 2.5865 1.2957
Cl -4.6489 3.7912 1.5795
C -3.8588 1.2528 1.1865
Cl -5.4913 0.7740 1.3618
*
```

Atom charges from the Mulliken analysis, given in e for atoms 1 to 2: V -0.461; C -1.716

Entry from the Open Molecules 2025 dataset: a molecular structure, C4H11N4 (the ωB97M-V functional and the def2-TZVPD basis).

Calculated values
HOMO level: -13.088 eV
Strongest force on any atom: 6.79 eV/Å
LUMO level: -0.1261 Ha
Gap between HOMO and LUMO: 9.657 eV
ΔE to the lowest compared entry with this formula, charge and spin: 5.312 eV

Structure (ORCA input):
```
! wB97M-V def2-TZVPD RIJCOSX def2/J DEFGRID3
* xyz 1 1
C 1.8609 0.3051 0.2479
C 0.9997 -0.1203 -0.6362
C -1.5281 0.7007 0.0130
C 3.3616 -0.0297 0.2043
N -1.2669 1.9292 -0.1477
N -3.0102 0.4729 0.3618
N -0.8203 -0.3805 -0.1672
N -1.2017 -1.6380 -0.1445
H 1.4822 0.8735 1.1434
H 1.2029 -0.7073 -1.5068
H 3.6786 -1.0124 0.5024
H 3.6591 -0.1547 -0.7607
H 4.0075 0.6580 0.6610
H -0.2613 2.0847 -0.2892
H -3.6043 -0.3381 0.0452
H -3.4503 1.1963 -0.1422
H -3.1656 0.4350 1.4433
H -1.3264 -1.9125 -1.1121
H -0.6174 -2.3621 0.2843
*
```

Atom charges from the Mulliken analysis, given in e for atoms 1 to 2: C 0.372; C -0.587

Entry from the Open Molecules 2025 dataset: a molecular structure, C30H25GeN3NiO5 (the ωB97M-V functional and the def2-TZVPD basis).

Calculated values
HOMO level (spin up / spin down): -11.043 / -11.572 eV
Strongest force on any atom: 0.44 eV/Å
LUMO level (spin up / spin down): -0.1268 / -0.1857 Ha
Gap between HOMO and LUMO (spin up / spin down): 7.593 / 6.519 eV
ΔE to the lowest compared entry with this formula, charge and spin: 0.000 eV

Structure (ORCA input):
```
! wB97M-V def2-TZVPD RIJCOSX def2/J DEFGRID3
* xyz 1 4
Ni 0.3054 -0.4512 0.0893
O -1.2662 0.2573 -0.8312
C -2.3833 -0.2839 -0.7351
C -2.7375 -1.4025 0.0839
C -4.0886 -1.8069 0.0302
C -4.5055 -2.8635 0.7888
C -3.6257 -3.5621 1.6253
C -2.3102 -3.1885 1.6966
C -1.8213 -2.1034 0.9306
O -0.5595 -1.8038 1.0304
N -5.9166 -3.2777 0.7246
O -6.2498 -4.2176 1.4157
O -6.6568 -2.6142 0.0253
H -3.1830 0.1517 -1.3459
H -4.7957 -1.2891 -0.6023
H -4.0042 -4.3907 2.2060
H -1.6177 -3.7133 2.3381
N 1.6886 4.9166 -0.3079
C 2.0679 4.6097 0.9565
O 2.7797 5.3241 1.6276
C 1.5892 3.2933 1.5154
C 1.6888 3.1009 2.8894
C 1.2923 1.8962 3.4377
C 0.8374 0.8994 2.5948
N 0.7625 1.0710 1.2702
C 1.1152 2.2485 0.7420
H 1.9649 5.8191 -0.6581
H 0.9392 4.4411 -0.7759
H 2.0818 3.9079 3.4936
H 1.3485 1.7145 4.5004
H 0.5460 -0.0759 2.9619
H 1.0599 2.3084 -0.3388
C 1.9401 -0.0099 -3.5193
Ge 2.0524 -0.8856 -1.7820
C 2.3709 -2.7943 -1.9430
C 1.5003 -3.7804 -1.4939
C 1.8072 -5.1215 -1.6631
C 2.9894 -5.4908 -2.2860
C 3.8677 -4.5169 -2.7400
C 3.5576 -3.1758 -2.5726
C 3.1943 0.1428 -0.5761
C 3.7456 1.3162 -1.0373
C 4.4629 2.1825 -0.1869
C 4.5702 1.8950 1.1411
C 3.9960 0.7149 1.6763
C 4.0533 0.4365 3.0629
C 3.4655 -0.6848 3.5782
C 2.8155 -1.5922 2.7200
C 2.7592 -1.3545 1.3720
C 3.3319 -0.1868 0.8113
H 2.8734 -0.2244 -4.0453
H 1.8126 1.0678 -3.4551
H 1.1221 -0.4301 -4.1004
H 0.5737 -3.5119 -0.9975
H 1.1213 -5.8801 -1.3099
H 3.2281 -6.5373 -2.4192
H 4.7923 -4.8000 -3.2242
H 4.2591 -2.4290 -2.9297
H 3.6284 1.6002 -2.0764
H 4.9049 3.0842 -0.5891
H 5.0895 2.5706 1.8090
H 4.5698 1.1328 3.7113
H 3.5137 -0.8888 4.6389
H 2.3735 -2.4941 3.1223
H 2.3173 -2.1156 0.7351
*
```

Atom charges from the Mulliken analysis, given in e for atoms 1 to 2: Ni 0.719; O -0.479

Entry from the Open Molecules 2025 dataset: C3H7NO2S in the gas phase (the ωB97M-V functional and the def2-TZVPD basis).

Calculated values
HOMO level: -8.724 eV
Strongest force on any atom: 4.34 eV/Å
LUMO level: 0.0227 Ha
SMILES string: CN(CO)C(O)=S
Gap between HOMO and LUMO: 9.341 eV
ΔE to the lowest compared entry with this formula, charge and spin: 2.335 eV

Structure (ORCA input):
```
! wB97M-V def2-TZVPD RIJCOSX def2/J DEFGRID3
* xyz 0 1
C 0.3211 1.7299 -0.5360
N 0.3635 0.2946 -0.2684
C -0.9639 -0.4336 -0.2221
O -1.1104 -1.2765 0.7877
C 1.4946 -0.2606 0.1217
O 1.3342 -1.7828 0.2179
S 3.0140 0.3391 0.2772
H -0.2066 2.2349 0.2559
H 1.3265 1.8897 -0.6003
H -0.3082 1.8616 -1.4444
H -1.5492 0.4810 -0.1858
H -1.1048 -0.7441 -1.3278
H -0.6449 -2.1180 0.9215
H 2.2139 -2.1595 -0.1389
*
```

Atom charges from the Mulliken analysis, given in e for atoms 1 to 2: C -0.875; N 0.018